93
Properties=species:S:1:pos:R:3:forces:R:3:lowdin_charge:R:1 method="wB97M-V/def2-TZVPD" molar_mass_g_mol=1143.84 energy_ha=-5141.19169 total_charge=-1 homo_lumo_gap_ev=4.96
H -2.058 -6.009 -5.237 0.0 0.0 0.0 0.104
C 3.889 -0.073 -1.353 -0.1 0.0 0.2 -0.054
N -0.853 -1.508 -0.775 -0.3 -0.1 0.2 -0.069
C 7.330 -0.315 -2.925 0.0 0.0 0.0 -0.103
C 3.642 0.349 -0.046 0.2 -0.3 -0.4 -0.226
Pt 0.801 -0.606 -0.113 0.4 -1.0 0.5 1.162
C 0.980 2.905 -0.527 -0.4 -0.3 -0.4 -0.845
H -4.433 -0.664 -1.283 -0.1 0.1 0.0 0.092
C -2.191 -3.231 -1.408 -0.3 0.1 0.1 -0.013
C -1.163 -5.767 -4.679 -0.1 0.0 0.0 -0.102
H 2.213 2.855 4.331 0.0 0.0 0.0 0.102
N 1.821 -1.356 -1.644 0.0 0.0 -0.2 -0.072
H 4.792 2.403 -1.886 0.0 -0.1 0.0 0.107
C -2.432 -0.132 0.501 0.7 -0.4 0.3 -0.046
H 4.473 1.335 2.998 0.0 0.0 0.0 0.117
H 3.898 4.731 -3.770 0.0 0.0 0.0 0.101
C 2.530 3.781 -2.423 0.0 0.1 0.0 -0.055
H 2.017 -4.932 -2.681 0.0 0.0 0.0 0.124
C -1.539 0.245 1.526 -0.3 0.0 -0.5 -0.237
Cl -0.145 -8.071 -5.670 0.0 0.0 0.0 0.643
C -2.092 -1.277 -0.297 0.1 0.6 -0.1 -0.233
C 1.698 0.551 2.918 -0.1 -0.1 0.1 -0.073
H -0.602 1.173 4.562 0.0 -0.1 0.0 0.115
C 1.080 -6.318 -4.009 0.0 0.0 0.0 -0.099
C 6.132 -0.669 -2.321 0.0 0.0 0.0 -0.030
H -1.934 -3.917 -3.944 0.0 0.0 0.0 0.115
H 8.054 -1.069 -3.201 0.0 0.0 0.0 0.102
C 6.695 2.007 -2.791 0.0 0.0 0.0 -0.092
C 2.361 -0.439 5.083 0.0 0.1 0.1 -0.011
Cl 3.612 0.985 8.596 0.0 0.0 0.0 0.631
H 5.926 -1.713 -2.116 0.0 0.0 0.0 0.125
H 5.628 1.181 0.580 0.0 0.0 0.1 0.112
H 3.933 6.256 0.246 0.0 0.0 0.0 0.116
C -3.632 0.654 0.219 -0.6 0.0 0.1 -0.139
H 6.919 3.049 -2.979 0.0 0.0 0.0 0.105
C 3.540 5.579 -0.504 0.0 0.1 0.2 -0.045
H 2.114 -2.930 -4.533 0.1 -0.1 0.0 0.110
C 3.024 -0.900 -2.091 0.0 0.0 -0.1 -0.223
H 4.781 6.307 -2.093 0.0 0.0 0.0 0.097
C 4.046 0.963 2.079 0.1 0.1 0.0 0.015
H -6.399 0.712 -1.780 0.0 0.0 0.0 0.103
N -0.207 0.023 1.481 0.1 0.1 0.2 -0.066
C 0.337 0.417 2.668 0.2 0.0 -0.2 -0.223
C 2.806 2.043 6.238 0.0 0.1 0.0 -0.094
H 2.989 3.006 6.696 0.0 0.0 0.0 0.105
C -3.809 1.928 0.788 0.1 -0.1 0.0 -0.012
C 1.130 -5.157 -3.255 -0.2 0.0 0.0 -0.025
H -5.027 3.680 0.964 0.0 0.0 0.0 0.107
H 4.134 -1.266 -4.005 0.0 0.0 0.0 0.106
C 4.016 5.595 -1.809 0.0 0.0 0.0 -0.089
C -1.096 -4.600 -3.932 0.1 0.1 -0.1 -0.030
C -2.946 -2.360 -0.678 -0.1 -0.3 -0.3 -0.029
H 2.185 -1.403 4.620 0.0 0.0 0.0 0.124
S 0.161 1.793 -1.494 0.0 0.8 -0.1 0.611
C 3.516 4.704 -2.756 0.0 0.0 0.0 -0.094
C -0.729 0.836 3.544 -0.2 0.0 0.1 0.021
C 1.349 -2.277 -2.529 0.1 -0.1 -0.1 -0.230
C -1.877 0.772 2.830 0.1 0.2 0.2 -0.009
C 3.030 0.882 6.955 0.0 -0.1 -0.1 -0.675
H -3.032 2.337 1.416 0.0 0.1 0.0 0.111
C 7.592 1.023 -3.170 -0.1 0.0 0.1 -0.673
Cl -7.285 3.195 -0.715 0.0 0.0 0.0 0.638
C 4.623 0.901 0.857 0.0 0.0 0.1 0.013
C -4.920 2.703 0.513 0.0 0.0 0.0 -0.095
H 2.140 3.071 -3.140 0.0 0.0 0.0 0.093
C 2.550 4.669 -0.192 -0.1 -0.2 -0.1 -0.213
O 2.551 3.978 2.379 0.1 -0.2 0.0 -0.326
H -3.970 -2.499 -0.368 0.1 0.1 0.0 0.111
H 2.999 -1.263 6.968 0.0 0.0 0.0 0.100
H -2.875 1.002 3.170 0.0 0.0 0.0 0.111
C -0.072 -6.616 -4.718 0.0 0.1 0.1 -0.676
C 3.284 -1.487 -3.380 0.1 0.1 0.1 -0.006
C -5.874 2.236 -0.376 0.1 0.0 0.0 -0.678
C 2.361 1.959 4.924 0.0 0.0 -0.1 -0.008
C 2.811 -0.366 6.393 0.0 0.0 0.0 -0.106
O 0.798 5.495 1.613 0.1 0.0 -0.1 -0.316
C 2.686 0.511 1.928 -0.2 0.0 -0.1 -0.220
H -2.527 -4.163 -1.833 0.1 0.0 0.1 0.100
C 2.268 -2.347 -3.639 -0.1 -0.1 0.1 -0.018
C 2.041 3.784 -1.127 0.2 0.0 0.2 -0.240
C 2.141 0.718 4.336 0.0 0.0 0.0 -0.196
C 0.047 -4.269 -3.203 0.0 0.0 -0.1 -0.167
C 0.161 -3.033 -2.383 0.0 0.3 0.1 -0.046
C -4.579 0.256 -0.739 0.1 0.0 0.2 -0.015
H 1.929 -6.988 -4.041 -0.1 0.0 0.0 0.105
S 1.651 4.370 1.321 -0.3 0.0 -0.2 0.624
C 5.198 0.298 -1.955 0.0 0.0 -0.1 -0.188
C -5.686 1.032 -1.031 -0.1 0.0 0.0 -0.107
N 2.485 0.138 0.638 0.0 0.3 0.3 -0.058
N 0.765 3.112 0.760 0.3 0.3 0.2 -0.094
C -0.882 -2.657 -1.529 0.4 -0.1 -0.2 -0.220
Cl 9.080 1.474 -3.957 0.0 0.0 0.0 0.639
C 5.505 1.639 -2.179 0.0 0.0 0.0 -0.008

=====

67
Properties=species:S:1:pos:R:3:forces:R:3:lowdin_charge:R:1 method="wB97M-V/def2-TZVPD" molar_mass_g_mol=710.31 relative_energy_kj_mol=84.10 energy_ha=-3346.19068 total_charge=-2 homo_lumo_gap_ev=5.81
H 0.353 -5.071 0.101 0.0 0.0 0.0 0.066
O 1.551 2.006 0.788 -0.5 -0.2 -0.5 -0.175
C -1.638 3.378 -1.491 0.3 -0.1 0.3 -0.509
C -2.802 0.013 3.599 0.2 0.1 -0.1 -0.179
H 0.624 -3.181 4.505 0.0 0.0 0.0 0.092
H -0.514 -3.817 -0.817 0.0 0.1 -0.1 0.056
H -2.640 3.303 2.725 0.0 0.0 0.1 0.025
C 2.574 -0.754 0.940 0.3 -0.2 -0.2 -0.095
C -0.523 1.733 4.434 0.1 -0.1 -0.3 -0.174
N -0.470 -2.074 0.977 -0.1 0.2 0.0 0.160
O -2.497 -0.290 -0.757 -0.6 -0.2 0.2 -0.167
N -0.614 0.172 1.681 0.6 0.1 -0.9 -0.095
Sn 0.100 0.979 -0.511 -0.1 0.0 0.6 1.147
H -4.401 -0.959 -0.473 0.0 0.0 0.0 0.080
C 2.432 2.459 2.900 0.0 0.1 -0.1 -0.043
C -2.292 2.915 -2.692 -0.1 0.2 0.1 -0.595
H -1.397 3.125 1.468 -0.1 0.0 0.0 -0.034
C -0.463 -4.345 0.131 0.0 0.2 0.0 -0.046
C 3.135 2.085 4.021 0.0 0.0 0.0 -0.125
C -2.143 4.689 -1.118 -0.2 -0.1 -0.3 -0.612
O -1.193 -1.527 -2.122 -0.2 -0.1 0.3 -0.034
N 2.022 -1.547 -1.105 0.0 -0.8 -0.1 -0.010
H 1.553 -2.970 -2.991 0.0 0.0 0.0 0.073
H -1.400 -4.888 0.285 0.0 0.0 -0.1 0.069
N 1.813 -2.050 -3.320 0.2 -0.1 -0.1 0.037
H -3.749 3.131 -4.219 0.0 0.0 0.0 0.080
C -3.326 3.574 -3.324 0.0 0.0 0.0 -0.184
H -1.262 2.069 5.168 -0.1 0.0 -0.1 0.019
H 2.051 3.468 2.790 0.0 0.0 0.0 0.114
H 3.146 -1.677 1.077 -0.1 0.0 -0.1 0.124
H -3.568 0.605 4.108 0.0 0.1 0.0 0.013
H 3.769 -1.127 3.206 0.0 0.0 0.0 0.101
C 2.164 1.560 1.833 0.2 -0.1 0.1 -0.368
C 0.101 -1.547 3.235 0.0 0.1 0.0 -0.065
H 1.276 -1.741 -4.113 -0.1 0.0 0.0 0.056
H -4.629 5.288 -3.342 0.0 0.0 0.0 0.069
C 3.383 -0.114 3.136 0.0 0.0 0.0 -0.076
H 4.169 0.483 5.042 0.0 0.0 0.0 0.077
C 0.109 -3.820 2.511 0.1 -0.1 0.0 -0.088
S 1.629 0.544 -2.764 -0.4 0.4 0.2 0.545
C -1.318 -0.685 -1.267 1.2 0.9 -0.4 -0.615
Cl -1.711 1.463 -3.448 0.1 -0.2 0.0 0.690
C -0.254 -3.357 1.253 0.0 0.0 0.0 -0.348
N -0.679 2.860 -0.750 0.3 -0.9 -0.1 -0.150
N 1.952 -0.580 -0.160 -0.6 0.7 0.2 -0.109
H -3.465 -1.859 -1.712 0.0 0.0 0.0 0.078
C -0.336 -1.135 1.942 0.1 -0.2 0.3 -0.444
Si -1.419 1.115 2.865 -0.8 0.1 0.3 0.400
C 3.620 0.782 4.156 0.0 -0.1 0.1 -0.136
H 0.287 -0.785 3.978 0.1 -0.1 0.0 0.074
H 0.249 -4.879 2.688 0.0 0.0 0.0 0.086
H 0.084 0.959 4.909 0.0 0.0 0.0 0.008
H -4.080 -0.225 -2.068 0.0 0.0 0.0 0.079
H 3.302 2.809 4.813 0.0 0.0 0.0 0.090
C 0.304 -2.874 3.514 0.0 0.0 0.0 -0.100
C -2.178 2.602 2.023 0.2 -0.2 0.2 -0.192
H -3.281 -0.568 2.806 0.0 0.0 0.0 0.020
C -3.684 -0.880 -1.289 0.1 0.0 -0.1 -0.072
C 2.671 0.235 1.982 -0.1 0.2 0.2 -0.160
Cl -1.387 5.486 0.230 0.1 0.2 0.1 0.630
C 1.814 -1.109 -2.306 0.2 0.1 0.1 -0.930
H -2.385 -0.696 4.319 0.0 0.0 0.0 0.010
H -2.927 2.292 1.292 0.0 0.0 0.0 0.035
C -3.800 4.791 -2.855 -0.2 0.1 -0.1 -0.171
H -3.478 6.320 -1.373 0.0 0.0 0.0 0.079
H 0.143 2.564 4.209 0.0 0.1 0.0 0.004
C -3.168 5.352 -1.749 0.0 -0.1 0.0 -0.184

=====

137
Properties=species:S:1:pos:R:3:forces:R:3:lowdin_charge:R:1 method="wB97M-V/def2-TZVPD" molar_mass_g_mol=1116.33 energy_ha=-4001.99526 total_charge=0 homo_lumo_gap_ev=7.30 smiles="NCCCCCC1=C(CCCI)C(=O)C(CC(=O)I)=C(P(O)Cl)C1=O.C1CCOC1.C1CCOC1.C1CCOC1.C1CCOC1.C1CCOC1.C1CCOC1.C1CCOC1"
C 1.231 -0.473 3.044 0.2 0.0 -0.3 -0.083
C -5.149 -8.325 3.178 0.1 0.0 0.0 -0.165
O 0.312 -1.001 5.159 0.0 0.1 -0.1 0.107
O 1.392 4.721 2.020 0.1 0.0 0.0 -0.172
H -1.215 -5.095 2.498 -0.1 -0.2 0.1 0.069
C 7.821 -2.662 -8.526 0.0 0.0 0.0 -0.204
H -8.760 -4.180 1.905 0.0 0.0 0.0 0.118
Cl -1.362 -4.301 -0.301 0.0 0.1 -0.1 0.284
H 0.402 2.983 -6.659 0.0 0.0 0.0 0.119
C 2.455 5.132 1.161 0.0 0.0 0.1 -0.207
C 0.278 -1.139 3.953 0.0 -0.2 0.2 -0.277
H -2.016 5.739 6.202 0.0 0.0 0.0 0.117
H 4.752 2.192 -6.391 0.0 0.0 0.0 0.114
O 6.721 -2.200 -9.315 0.0 0.0 0.0 -0.163
H 1.880 7.150 0.656 0.0 0.0 0.0 0.115
C 4.358 0.254 -9.044 0.0 0.0 -0.1 -0.166
H 2.812 0.957 2.966 0.0 -0.1 -0.1 0.107
I -3.062 -0.114 6.353 -0.1 0.0 0.0 0.876
C 2.146 6.827 2.778 0.1 0.0 0.0 -0.163
C 2.225 -0.391 0.715 -0.3 -0.3 -0.4 -0.114
H -5.451 -3.590 2.998 0.0 0.0 0.0 0.108
H -1.494 2.897 0.250 -0.1 -0.2 0.0 0.105
C -0.671 -2.505 2.130 0.3 0.1 -0.2 -0.231
H -8.674 -4.227 4.952 0.0 0.0 0.0 0.113
C -8.600 -3.673 4.014 0.0 0.0 0.1 -0.167
H 0.839 2.570 0.387 0.3 0.2 -0.2 0.100
H 4.171 0.869 -9.928 0.0 0.0 0.0 0.116
H 8.002 -4.719 -9.157 0.0 0.0 0.0 0.114
H 2.221 4.833 0.140 0.0 -0.1 -0.1 0.100
H 1.966 2.394 -4.114 0.0 0.0 0.0 0.112
H 1.803 7.834 3.009 0.0 0.0 0.0 0.112
H -5.763 -10.241 2.303 0.0 0.0 0.0 0.114
H -0.311 0.481 0.568 0.0 -0.1 0.0 0.109
H 2.971 6.584 3.451 0.0 0.0 0.0 0.115
C 8.231 -3.294 -10.766 0.0 0.0 0.0 -0.169
C 1.113 1.950 3.796 0.0 0.2 0.2 -0.279
H -0.563 0.387 -1.159 0.0 0.0 0.0 0.110
C -7.290 -2.889 3.968 0.0 0.0 -0.1 -0.166
H 1.209 -1.088 -1.087 0.0 -0.1 0.1 0.102
H 0.073 6.198 2.588 0.0 0.0 0.0 0.122
C 4.422 1.954 -7.403 0.0 0.0 0.0 -0.206
H -8.955 -5.576 2.981 0.0 0.0 0.0 0.117
H -2.932 -8.318 1.394 0.0 0.0 0.0 0.116
H 2.422 0.397 4.564 -0.1 0.0 0.1 0.080
C 0.636 4.096 -4.143 -0.1 0.0 -0.2 -0.203
H 8.942 -2.513 -11.043 0.0 0.0 0.0 0.114
H 6.640 -1.903 -11.352 0.0 0.0 0.0 0.117
O 3.133 1.337 -7.335 0.1 0.0 0.0 -0.165
H -1.081 2.866 8.863 0.0 0.0 0.0 0.110
C 1.979 0.695 3.611 0.1 0.0 0.1 -0.147
H 4.335 2.888 -7.969 0.0 0.0 0.0 0.118
H 2.379 3.577 -5.359 0.0 0.0 0.0 0.109
O -3.162 -0.258 3.413 -0.1 0.4 -0.3 0.049
C -1.802 5.472 7.238 0.0 0.0 0.0 -0.202
O -2.105 -4.724 2.405 0.2 0.0 0.0 -0.370
C -0.806 -1.986 3.359 -0.3 -0.2 -0.3 -0.147
H 2.650 0.561 1.017 0.2 0.0 0.2 0.107
H 3.022 -1.107 0.504 0.1 0.1 0.0 0.129
C -2.003 -2.159 4.254 0.1 -0.2 0.2 -0.170
H 8.504 -1.824 -8.350 0.0 0.0 0.0 0.118
H -7.030 -2.409 4.910 0.0 0.0 0.0 0.111
H -1.067 6.182 7.635 0.0 0.0 0.0 0.118
O -1.238 4.160 7.271 0.0 0.0 -0.1 -0.189
O 1.081 -2.944 0.584 0.0 -0.1 0.0 0.064
C 2.577 6.641 1.325 0.0 0.0 0.0 -0.163
H 0.973 4.339 -3.136 0.0 0.0 0.1 0.091
H -3.727 -6.654 2.962 0.0 0.0 0.0 0.092
H 5.751 0.248 -7.396 0.0 0.0 0.0 0.113
H -3.882 -7.297 0.299 0.0 0.0 0.0 0.115
H 3.582 7.006 1.115 0.0 0.0 0.0 0.111
C -1.856 3.391 8.303 0.0 0.0 0.0 -0.218
H -1.554 2.450 -1.463 0.0 -0.1 0.0 0.105
H -0.677 1.431 -4.270 0.0 0.0 0.0 0.114
P -2.100 -3.431 1.402 -0.3 -0.1 0.2 0.602
C -4.494 -7.185 2.402 -0.1 0.0 0.0 -0.175
C 0.162 0.685 -0.396 0.0 0.2 -0.4 -0.191
H 2.105 0.417 -1.249 0.0 -0.1 -0.2 0.108
C -2.651 4.375 9.150 0.0 0.0 0.0 -0.164
H 6.163 1.446 -8.627 0.0 0.0 0.0 0.113
H 0.304 1.964 3.058 0.0 0.0 -0.1 0.121
C 0.372 2.202 -0.532 -0.4 -0.6 0.4 -0.201
H -3.499 3.909 9.650 0.0 0.0 0.0 0.111
H 9.551 -3.871 -9.097 0.0 0.0 0.0 0.111
C 1.551 3.098 -4.839 0.0 0.0 0.1 -0.164
C 1.439 -0.149 -0.594 0.0 0.4 0.4 -0.172
C -6.299 -3.975 3.569 0.0 0.0 0.0 -0.209
H -1.592 2.322 -5.500 0.0 0.0 0.0 0.117
H -1.690 -2.500 5.237 0.0 0.1 0.0 0.103
H 0.928 1.402 -6.085 0.0 0.0 0.0 0.100
C 3.108 0.181 -8.180 0.0 0.0 0.1 -0.197
H 0.549 5.026 -4.715 0.1 0.0 0.0 0.121
H -3.300 6.392 8.540 0.0 0.0 0.0 0.110
H -5.251 -6.463 2.093 0.0 0.0 0.0 0.098
H 8.293 -4.089 -11.507 0.0 0.0 0.0 0.111
H -2.712 -2.886 3.860 0.0 0.0 0.0 0.088
H -5.915 -4.506 4.447 0.0 0.0 0.0 0.119
H 6.065 -3.484 -10.790 0.0 0.0 0.0 0.119
H -1.143 4.505 -1.993 0.1 0.0 -0.1 0.042
C -3.048 5.423 8.112 0.0 0.0 0.0 -0.167
H 3.116 -0.715 -7.549 0.0 0.0 0.0 0.120
C -5.707 -9.182 2.049 0.0 0.1 0.0 -0.207
C -0.674 2.319 -4.911 -0.1 0.0 0.1 -0.193
H -2.010 4.823 9.911 0.0 0.0 0.0 0.114
H 1.011 2.381 -1.399 0.1 0.2 0.0 0.102
C 5.335 0.962 -8.111 0.0 0.0 0.1 -0.167
H -5.919 -7.993 3.873 0.0 0.0 0.0 0.108
H -6.705 -8.841 1.753 0.0 0.0 0.0 0.116
H 7.444 -3.009 -7.564 0.0 0.0 0.0 0.117
H 0.208 4.581 -1.096 0.1 0.1 0.1 0.027
O -4.818 -9.017 0.944 0.0 0.0 0.0 -0.140
C -0.950 2.941 -0.698 0.2 0.4 0.0 -0.272
O -7.024 -4.898 2.754 0.0 0.0 0.0 -0.159
C 8.494 -3.761 -9.336 0.0 0.0 0.0 -0.169
C -2.756 -0.844 4.349 0.1 -0.3 0.2 -0.826
H -2.513 2.646 7.840 0.0 0.0 0.0 0.062
H -3.904 5.073 7.531 0.0 0.0 0.0 0.114
H 0.936 5.393 3.915 0.0 0.0 0.0 0.112
C 0.617 -2.202 1.417 0.0 0.0 0.2 -0.345
H -0.035 3.141 5.156 0.0 0.0 0.1 0.026
H 4.706 -0.723 -9.370 0.0 0.0 0.0 0.094
H -7.338 -2.119 3.195 0.0 0.0 0.0 0.116
H 2.185 0.187 -8.761 0.0 0.0 0.0 0.117
H -0.293 1.432 5.404 0.2 -0.2 0.2 0.002
I 1.859 2.275 6.753 0.0 -0.1 0.1 0.815
O -0.659 3.484 -4.074 0.2 0.0 -0.1 -0.162
C -3.934 -7.921 1.192 0.1 0.0 0.1 -0.203
C 0.582 2.380 -5.767 -0.2 0.1 0.0 -0.171
C 1.039 5.789 2.903 -0.1 0.0 0.0 -0.194
C 0.460 2.173 5.154 -0.3 0.2 -0.4 -0.637
C 6.829 -2.712 -10.646 0.0 0.0 0.0 -0.206
H -9.488 -3.049 3.916 0.0 0.0 0.0 0.111
H -4.396 -8.883 3.740 0.0 0.0 0.0 0.112
H 1.718 2.830 3.581 0.0 0.0 -0.1 0.087
C -8.425 -4.633 2.844 0.0 0.1 0.0 -0.200
C 1.361 -0.965 1.799 -0.1 0.5 0.1 -0.096
N -0.776 4.360 -1.062 -0.2 -0.2 0.2 0.010
H 3.376 4.623 1.468 0.0 0.0 0.0 0.120